A structure of composition C24H17BeF9N4O2Sb in a non-equilibrium geometry, computed with the ωB97M-V functional and the def2-TZVPD basis.

The geometry in XYZ format:
```
58
C24H17BeF9N4O2Sb, DFT the ωB97M-V functional and the def2-TZVPD basis
Be -0.241 0.125 1.108
C 0.161 4.230 -1.567
C -1.259 4.274 -1.539
C -1.957 3.109 -1.346
C -1.309 1.879 -1.235
N 0.077 1.853 -1.462
C 0.792 3.037 -1.532
C -1.996 0.657 -0.910
C -3.272 0.404 -1.440
C -3.889 -0.803 -1.229
C -3.208 -1.791 -0.512
C -1.974 -1.488 0.002
N -1.382 -0.286 -0.130
H 0.741 5.140 -1.608
H -1.777 5.218 -1.608
H -3.029 3.136 -1.209
H 1.864 2.926 -1.576
H -3.736 1.157 -2.062
H -4.873 -1.002 -1.632
H -3.637 -2.770 -0.356
H -1.422 -2.220 0.581
F 1.084 0.599 0.895
Sb 1.051 -1.885 2.727
F 1.890 -0.277 3.266
F 0.731 -2.096 4.596
F 2.706 -2.766 2.704
F -0.031 -3.440 2.560
F 1.017 -1.955 0.827
F 4.736 -5.482 -3.450
C 3.964 -4.818 -4.334
F 3.038 -5.700 -4.772
F 4.744 -4.512 -5.388
C 3.318 -3.608 -3.730
C 2.417 -3.776 -2.687
C 1.763 -2.682 -2.154
C 2.006 -1.405 -2.665
C 2.943 -1.243 -3.691
C 3.596 -2.340 -4.221
C 1.305 -0.263 -2.185
C 0.709 0.710 -1.808
H 2.232 -4.765 -2.288
H 1.067 -2.799 -1.335
H 3.143 -0.251 -4.072
H 4.316 -2.208 -5.017
C -1.727 4.033 4.720
N -1.417 2.701 4.220
C -1.235 1.663 5.053
C -0.991 0.408 4.595
C -0.891 0.297 3.202
O -0.661 -0.845 2.537
N -1.039 1.301 2.366
C -1.342 2.559 2.814
O -1.556 3.517 2.109
H -1.945 3.976 5.783
H -2.586 4.426 4.182
H -0.890 4.708 4.548
H -1.293 1.874 6.112
H -0.848 -0.444 5.239
```

The energy relative to the best compared isomer or geometry (same formula, charge and spin) is 42.7 kJ/mol. As for the total charge: 0. The expectation value of S² is 0.7772. Its spin multiplicity is 2. The HOMO-LUMO gap (spin up / spin down) is 5.881 / 7.767 eV. The calculation puts the lowest unoccupied orbital energy (spin up / spin down) at -0.4 / -0.9 eV.

Table of natural (NBO) atomic charges, one value per atom, all in e:
1. Be 1.6875
2. C -0.2552
3. C -0.2174
4. C -0.1660
5. C 0.0932
6. N -0.3831
7. C 0.0590
8. C 0.1913
9. C -0.2333
10. C -0.1382
11. C -0.2825
12. C 0.0818
13. N -0.6834
14. H 0.2308
15. H 0.2205
16. H 0.2251
17. H 0.2286
18. H 0.2268
19. H 0.2247
20. H 0.2335
21. H 0.2336
22. F -0.8661
23. Sb 3.1293
24. F -0.6525
25. F -0.6832
26. F -0.6535
27. F -0.6769
28. F -0.6718
29. F -0.3229
30. C 0.9741
31. F -0.3266
32. F -0.3241
33. C -0.1518
34. C -0.1825
35. C -0.1224
36. C -0.1098
37. C -0.1811
38. C -0.1762
39. C -0.0064
40. C 0.1871
41. H 0.2293
42. H 0.2294
43. H 0.2210
44. H 0.2318
45. C -0.4018
46. N -0.3827
47. C 0.1455
48. C -0.3913
49. C 0.6099
50. O -0.9069
51. N -0.6833
52. C 0.7699
53. O -0.5991
54. H 0.2066
55. H 0.2350
56. H 0.2243
57. H 0.2234
58. H 0.2793

=====

A cluster of 2 separate species, C4H7NS in total in a non-equilibrium geometry, computed with the ωB97M-V functional and the def2-TZVPD basis.

The geometry in XYZ format:
```
13
C4H7NS, DFT the ωB97M-V functional and the def2-TZVPD basis
C 0.890 1.914 1.029
C 0.634 -0.574 -0.733
C -0.298 -1.328 -0.178
C -1.677 -0.656 -0.248
N 2.051 2.051 0.734
S -0.456 1.904 1.791
H 0.500 0.203 -1.439
H 1.631 -1.001 -0.579
H -0.109 -2.280 0.393
H -1.480 0.315 -0.551
H -2.103 -0.796 0.736
H -2.156 -1.291 -0.947
H 2.574 1.539 -0.008
```

The energy relative to the best compared isomer or geometry (same formula, charge and spin) is 200.1 kJ/mol. As for the total charge: 0. The HOMO-LUMO gap is 10.104 eV. The calculation puts the lowest unoccupied orbital energy at 0.6 eV. The structure (SMILES) is N=C=S.C=CC.

Table of natural (NBO) atomic charges, one value per atom, all in e:
1. C 0.2136
2. C -0.4637
3. C -0.1320
4. C -0.6453
5. N -0.6744
6. S 0.0361
7. H 0.1993
8. H 0.1880
9. H 0.2105
10. H 0.2144
11. H 0.2168
12. H 0.2134
13. H 0.4231

=====

A cluster of 2 separate species, C9H14O in total in a non-equilibrium geometry, computed with the ωB97M-V functional and the def2-TZVPD basis.

The geometry in XYZ format:
```
24
C9H14O, DFT the ωB97M-V functional and the def2-TZVPD basis
C -0.826 -2.428 0.258
C -1.173 -3.913 0.591
H -0.670 -1.903 1.194
H -0.002 -2.393 -0.450
H -1.735 -2.012 -0.191
H -0.747 -4.203 1.542
H -0.775 -4.610 -0.141
H -2.250 -4.022 0.725
C 0.550 3.305 1.518
C 0.466 0.405 -1.549
C 1.588 0.424 -0.665
C -0.663 1.272 -1.431
C 1.516 1.301 0.373
C -0.647 2.170 -0.406
C 0.449 2.253 0.494
O 0.361 -0.467 -2.510
H 2.459 -0.154 -0.937
H 0.998 -1.204 -2.527
H -1.485 1.126 -2.113
H 2.295 1.349 1.102
H -1.485 2.849 -0.265
H 1.047 4.194 1.103
H 1.134 2.999 2.378
H -0.405 3.664 1.908
```

The energy relative to the best compared isomer or geometry (same formula, charge and spin) is 20.2 kJ/mol. As for the total charge: +1. The expectation value of S² is 0.7679. Its spin multiplicity is 2. The HOMO-LUMO gap (spin up / spin down) is 10.177 / 7.210 eV. The calculation puts the lowest unoccupied orbital energy (spin up / spin down) at -3.7 / -7.3 eV.

Table of natural (NBO) atomic charges, one value per atom, all in e:
1. C -0.6205
2. C -0.6061
3. H 0.2100
4. H 0.1760
5. H 0.2066
6. H 0.2101
7. H 0.2111
8. H 0.2149
9. C -0.6838
10. C 0.4579
11. C -0.2210
12. C -0.1734
13. C -0.1600
14. C -0.1887
15. C 0.1896
16. O -0.5489
17. H 0.2514
18. H 0.5240
19. H 0.2646
20. H 0.2450
21. H 0.2517
22. H 0.2793
23. H 0.2516
24. H 0.2587

=====

Summary of electronic energy in Ha
-2448.3081 -609.4823 -426.2686
(order as listed above)